(1)
{"formula": "CH5FSi", "method": "ωB97M-V/def2-TZVPD", "species": ["C", "F", "Si", "H", "H", "H", "H", "H"], "positions_angstrom": [[-1.11238, -0.56317, 0.04935], [-2.05776, 0.41115, -0.06763], [1.14878, 0.48681, 0.01626], [-1.19096, -1.00999, 1.04197], [-1.21278, -1.28481, -0.75171], [0.89650, 1.25821, -1.20018], [2.03806, -0.63916, -0.22813], [1.49054, 1.34094, 1.14008]], "forces_ev_per_angstrom": [[2.8620, 1.0684, 1.0255], [-0.2570, 0.3661, -0.1934], [-3.5315, -1.5121, -0.7663], [-0.0547, -0.1102, -0.1969], [0.2088, -0.0169, -0.1862], [0.3200, 0.2740, -0.1631], [0.4131, -0.1349, 0.0852], [0.0393, 0.0656, 0.3952]], "homo_energy_ha": -0.3354, "max_force_ev_per_a": 3.917, "gap_ev": 9.75, "total_charge": 0, "de_lowest_ev": 1.143}



(2)
{"formula": "CH5I3Si2", "method": "ωB97M-V/def2-TZVPD", "species": ["C", "Si", "Si", "I", "I", "I", "H", "H", "H", "H", "H"], "positions_angstrom": [[2.07251, -0.15726, -0.79676], [3.32714, 0.14799, 0.40885], [-3.19175, -0.00580, 0.16204], [-3.41868, -1.62779, -1.73767], [-3.88945, 2.44094, -0.19392], [-4.03031, -0.85013, 2.29064], [1.04846, 0.09342, -0.49275], [-1.85784, 0.17182, 0.43847], [2.39783, -0.56124, -1.78286], [4.63590, -0.08162, -0.03128], [2.90619, 0.42967, 1.73524]], "forces_ev_per_angstrom": [[1.7671, 0.2926, 1.3063], [-2.9585, -0.6287, -2.4414], [-2.0517, 0.4162, -0.6211], [-0.0702, 0.8552, 0.8382], [0.1186, -1.4433, 0.0124], [-0.1776, 0.0433, -0.3819], [0.2765, -0.4389, -0.7102], [2.1982, 0.1279, 0.1507], [-0.8453, 0.5715, 0.7575], [1.6328, -0.1875, 0.0372], [0.1101, 0.3917, 1.0523]], "homo_energy_ha": -0.3116, "max_force_ev_per_a": 3.887, "gap_ev": 7.37, "total_charge": 0, "smiles": "I[SiH](I)I.C=[SiH2]", "de_lowest_ev": 1.274}



(3)
{"formula": "CH5IN2", "method": "ωB97M-V/def2-TZVPD", "species": ["C", "N", "N", "I", "H", "H", "H", "H", "H"], "positions_angstrom": [[-0.14491, 1.25010, 0.10381], [-0.39167, -1.87828, -0.01243], [0.81442, 0.32224, -0.63025], [2.47744, -0.08934, 0.17494], [0.04823, 1.04814, 1.21527], [0.04065, 2.30344, -0.10765], [-1.17838, 0.95639, -0.03633], [-1.33984, -1.75188, 0.28507], [-0.32594, -2.16082, -0.99243]], "forces_ev_per_angstrom": [[1.6972, -1.8410, 2.4066], [2.6936, 1.2810, -0.2242], [-4.3761, -0.3517, -0.7468], [1.5961, -0.2997, 1.0315], [-0.4143, 0.7677, -1.2345], [0.1468, -0.1264, -0.2934], [0.0717, 0.0700, -0.6866], [-0.9174, 0.3532, -0.3789], [-0.4975, 0.1469, 0.1263]], "homo_energy_ha": -0.3044, "max_force_ev_per_a": 4.453, "gap_ev": 6.20, "total_charge": 0, "de_lowest_ev": 4.536}



(4)
{"formula": "CH5MnO3", "method": "ωB97M-V/def2-TZVPD", "species": ["O", "Mn", "O", "H", "O", "H", "C", "H", "H", "H"], "positions_angstrom": [[-1.08605, -1.09222, 1.14970], [-1.12449, -0.85244, -0.84563], [-2.22681, -0.74425, 1.73918], [-2.44541, -1.48543, 2.33935], [0.39067, 0.22182, -0.34739], [0.25519, -0.07564, 0.92675], [1.36349, 0.87115, -1.11320], [1.07980, 0.85380, -2.17012], [1.44975, 1.90664, -0.73907], [2.34388, 0.39658, -0.93957]], "forces_ev_per_angstrom": [[-1.8363, -0.6134, 1.9970], [0.0158, 0.2575, -1.6671], [0.9644, 0.0416, -1.0191], [0.0076, -0.3369, 0.9312], [-3.1029, -2.7227, 4.6372], [1.6854, 1.9809, -4.7759], [2.8756, 1.7789, 0.5191], [-0.0773, -0.1044, 0.2587], [-0.1048, -0.3517, -0.4940], [-0.4275, 0.0701, -0.3871]], "multiplicity": 7, "s_squared": 12.01, "homo_energy_ha": [-0.7473, -0.7494], "max_force_ev_per_a": 6.208, "gap_ev": [9.08, 6.54], "total_charge": 2, "de_lowest_ev": 2.763}



(5)
{"formula": "CH5N2O4S2", "method": "ωB97M-V/def2-TZVPD", "species": ["C", "N", "N", "O", "O", "O", "O", "S", "S", "H", "H", "H", "H", "H"], "positions_angstrom": [[-0.43050, -1.29312, -0.19584], [0.29372, 1.31839, -0.73736], [-0.50942, -0.63950, 1.42969], [0.93006, 1.44734, 1.85805], [2.05965, -0.48634, 0.78533], [-1.99815, 0.66733, -0.95295], [-0.50712, -0.23746, -2.63451], [1.15330, -0.07584, 1.93089], [-0.71675, 0.14122, -1.21836], [-1.37535, -1.80885, -0.31725], [0.47977, -1.87821, -0.14937], [0.32538, 1.32109, 0.26984], [1.22671, 1.26625, -1.19956], [-0.93130, 0.25769, 1.13141]], "forces_ev_per_angstrom": [[-1.0443, 1.7071, 4.0664], [0.7234, -0.4795, -2.6646], [0.3327, -0.5212, -3.8181], [0.0282, -1.8084, 0.5812], [-0.8981, -0.0168, 1.2677], [-2.2327, -0.0302, 1.2626], [0.4178, 0.3510, 2.0456], [0.6541, 1.2034, -1.2627], [2.3400, -0.3631, -3.7061], [0.0977, -0.5625, 0.1369], [0.1049, 0.3289, -0.8787], [0.7677, 0.8588, 0.9048], [-1.0112, -0.2267, 0.9401], [-0.2799, -0.4409, 1.1251]], "homo_energy_ha": -0.1791, "max_force_ev_per_a": 4.532, "gap_ev": 8.53, "total_charge": -1, "de_lowest_ev": 0.525}



(6)
{"formula": "CH5N2Si", "method": "ωB97M-V/def2-TZVPD", "species": ["C", "N", "N", "Si", "H", "H", "H", "H", "H"], "positions_angstrom": [[-1.02437, -0.20958, -0.81406], [1.10023, -1.24031, 2.17134], [0.94338, -0.75516, 1.19758], [0.57599, 0.62899, 0.05891], [-0.74410, -1.12690, -1.19950], [-1.75174, -0.25906, -0.08609], [-1.15312, 0.44456, -1.80725], [0.47839, 1.28590, 1.29464], [1.57533, 1.23157, -0.81557]], "forces_ev_per_angstrom": [[3.4456, 4.3414, -2.1327], [-0.2987, 0.1092, -1.3867], [1.6066, -2.0397, 2.4554], [-2.9067, -0.0662, -2.9409], [0.6126, -2.1473, -0.4811], [-2.0684, 0.0946, 1.0230], [-0.4395, -1.1382, 2.5139], [-0.4901, 1.3665, 0.8933], [0.5385, -0.5202, 0.0557]], "homo_energy_ha": -0.6146, "max_force_ev_per_a": 5.939, "gap_ev": 10.83, "total_charge": 1, "smiles": "C[SiH2][N+]#N", "de_lowest_ev": 0.750}



(7)
{"formula": "CH5N3", "method": "ωB97M-V/def2-TZVPD", "species": ["N", "C", "N", "N", "H", "H", "H", "H", "H"], "positions_angstrom": [[-0.37079, 1.12161, -0.68151], [0.05903, -0.07376, -0.00264], [0.19956, -1.04607, -0.85087], [0.12051, 0.02073, 1.42708], [-1.28266, 1.28347, -0.26652], [-0.41046, 0.90590, -1.66468], [0.57402, -1.93059, -0.50360], [0.10201, -0.89693, 1.86149], [1.03912, 0.18273, 0.76544]], "forces_ev_per_angstrom": [[0.3091, -0.3947, 2.2286], [-4.4994, -1.6807, -4.4952], [0.7116, -0.1759, 0.9467], [1.3148, 1.3666, -2.5215], [-0.0259, 0.7302, -0.3953], [-0.1778, -0.0775, -0.0354], [-0.0899, 0.3067, 0.3839], [0.6959, -0.2863, -0.5216], [1.7617, 0.2116, 4.4099]], "homo_energy_ha": -0.3528, "max_force_ev_per_a": 6.578, "gap_ev": 10.27, "total_charge": 0, "de_lowest_ev": 3.125}



(8)
{"formula": "CH5N3", "method": "ωB97M-V/def2-TZVPD", "species": ["C", "H", "H", "H", "H", "H", "N", "N", "N"], "positions_angstrom": [[0.66930, -0.26097, 0.05792], [-2.18400, -0.20462, 1.01564], [-1.61216, -0.97084, -0.82519], [-0.34357, 1.39045, 0.02731], [0.32065, -1.35043, 0.38531], [1.94718, 0.87505, -0.29554], [-1.72551, -0.06672, -0.13231], [-0.52580, 0.40608, 0.05833], [1.94504, -0.07848, -0.01960]], "forces_ev_per_angstrom": [[-1.1126, -5.9762, 2.3109], [1.1750, -0.6562, -4.6732], [-1.0761, 2.5463, 2.9317], [-0.9426, 0.8370, -0.4095], [1.0277, 1.4596, -0.9242], [1.3039, 1.8251, -0.4330], [-3.9948, -3.8896, 1.5918], [6.2519, 3.5295, -0.1753], [-2.6323, 0.3245, -0.2193]], "homo_energy_ha": -0.3228, "max_force_ev_per_a": 7.182, "gap_ev": 9.59, "total_charge": 0, "smiles": "[H]/N=C\\NN", "de_lowest_ev": 4.027}



(9)
{"formula": "CH5N3O", "method": "ωB97M-V/def2-TZVPD", "species": ["C", "H", "H", "H", "H", "H", "N", "N", "N", "O"], "positions_angstrom": [[0.61632, 0.43727, -0.06119], [-2.09072, 0.63822, 0.90633], [-2.47397, -0.24035, -0.76382], [-0.50287, -1.26770, 0.52170], [1.78181, -1.30500, -0.26668], [2.55095, 0.26965, -0.04323], [-1.74730, 0.41511, -0.15073], [-0.57027, -0.27199, -0.02348], [1.72467, -0.31385, -0.06577], [0.71138, 1.63864, -0.05313]], "forces_ev_per_angstrom": [[-0.8541, 0.1578, 0.1601], [0.2108, -0.7270, -3.5369], [2.2565, 2.3779, 2.5709], [-0.4235, 3.3061, -1.7334], [-0.0821, 0.5245, 0.0103], [-0.0121, -0.5691, -0.0781], [-3.4941, -1.2289, 1.5072], [1.3194, -3.7987, 1.0837], [1.5374, -1.0073, 0.1542], [-0.4582, 0.9646, -0.1380]], "homo_energy_ha": -0.3480, "max_force_ev_per_a": 4.166, "gap_ev": 10.17, "total_charge": 0, "smiles": "NNC(N)=O", "de_lowest_ev": 1.000}



(10)
{"formula": "CH5N3O2S", "method": "ωB97M-V/def2-TZVPD", "species": ["C", "N", "N", "N", "O", "O", "S", "H", "H", "H", "H", "H"], "positions_angstrom": [[-2.22320, 0.77726, 0.62262], [-0.90900, 0.57894, 0.86400], [-0.16250, 0.06423, -0.50937], [1.70191, -1.44386, -0.78497], [2.15917, 1.02005, -0.76133], [1.61659, -0.35092, 1.30486], [1.41403, 0.02071, -0.08272], [-2.44742, 1.89699, 0.36298], [-2.74620, 0.63784, 1.50900], [-2.58558, 0.16052, -0.19076], [2.58305, -1.87709, -0.52154], [1.59915, -1.48467, -1.81277]], "forces_ev_per_angstrom": [[-1.7857, 1.9884, -2.7185], [5.7700, -1.8436, -4.5307], [-4.5482, 2.7076, 5.0237], [-0.2059, -0.5990, -1.8038], [-0.3399, 1.1942, 0.0658], [-0.0416, 1.6297, -0.9598], [2.2381, -3.6011, 1.9830], [0.6040, -1.6112, 0.2160], [-1.0603, -0.4739, 1.7628], [-0.4326, -0.0053, -0.2236], [-0.2459, 0.3099, 0.3452], [0.0480, 0.3043, 0.8400]], "homo_energy_ha": [-0.3844, -0.3809], "max_force_ev_per_a": 7.564, "gap_ev": [8.95, 8.26], "total_charge": 0, "smiles": "C/N=N/S(N)(=O)=O", "de_lowest_ev": 5.120}